This record from the OMol25 dataset describes a cluster of 2 separate species, C5H10O in total. The level of theory is the ωB97M-V functional and the def2-TZVPD basis.

Its orbital gap is 0.3847 Eh. As for the SMILES: CC=C1CC1.O. As for the spin multiplicity: 1. The energy above the lowest of the compared OMol25 structures with the same formula, charge and spin is 45.3 kcal/mol. The HOMO energy comes out at -9.5 eV. Its net charge is 0.

CARTESIAN COORDINATES (ANGSTROEM)
C  1.356  1.284  0.556
C  -0.018  0.928  0.060
O  1.281  0.104  -2.541
C  -0.634  -0.208  0.343
C  -0.624  -1.450  1.123
C  -1.858  -1.013  0.327
H  1.918  0.388  0.835
H  1.288  1.927  1.442
H  1.923  1.822  -0.209
H  -0.539  1.670  -0.547
H  0.609  0.667  -2.939
H  0.854  -0.207  -1.729
H  -0.074  -2.315  0.756
H  -0.653  -1.367  2.208
H  -2.721  -0.639  0.873
H  -2.107  -1.593  -0.559

---

This record from the OMol25 dataset describes the molecule C4H7NO. The level of theory is the ωB97M-V functional and the def2-TZVPD basis.

Its orbital gap is 0.4038 Eh. As for the SMILES: C[C@H]1CN1C=O. As for the spin multiplicity: 1. The energy above the lowest of the compared OMol25 structures with the same formula, charge and spin is 39.3 kcal/mol. The HOMO energy comes out at -10.0 eV. Its net charge is 0.

CARTESIAN COORDINATES (ANGSTROEM)
C  1.449  0.913  0.535
C  0.041  0.472  0.243
C  -0.447  0.253  -1.144
N  -0.158  -0.880  -0.288
C  -1.211  -1.619  0.266
O  -2.331  -1.689  -0.178
H  1.762  0.578  1.529
H  1.543  2.005  0.495
H  2.119  0.477  -0.209
H  -0.715  0.807  0.949
H  -1.480  0.465  -1.412
H  0.276  0.381  -1.946
H  -0.849  -2.163  1.161

---

This record from the OMol25 dataset describes a cluster of 10 separate species, C18H34Cl6O32S8 in total. The level of theory is the ωB97M-V functional and the def2-TZVPD basis.

Its orbital gap is 0.3931 Eh. As for the SMILES: O=S1(=O)OCCO1.O=S1(=O)OCCO1.O=S1(=O)OCCO1.O=S1(=O)OCCO1.O=S1(=O)OCCO1.O=S1(=O)OCCO1.O=S1(=O)OCCO1.O=S1(=O)OCCO1.ClC(Cl)Cl.ClC(Cl)Cl. As for the spin multiplicity: 1. The energy above the lowest of the compared OMol25 structures with the same formula, charge and spin is 82.0 kcal/mol. The HOMO energy comes out at -10.7 eV. Its net charge is 0.

CARTESIAN COORDINATES (ANGSTROEM)
C  0.448  -4.948  -0.886
Cl  -0.030  -4.016  -2.298
Cl  2.099  -5.443  -1.193
Cl  -0.630  -6.236  -0.537
H  0.499  -4.333  0.012
C  -3.617  -1.791  3.957
Cl  -3.822  -1.800  5.667
Cl  -4.871  -2.857  3.174
Cl  -1.973  -2.200  3.452
H  -3.865  -0.789  3.609
C  3.717  0.160  5.278
C  5.021  0.683  5.913
O  5.571  1.615  5.071
S  4.665  1.795  3.655
O  5.538  1.951  2.491
O  3.629  2.816  3.895
O  4.056  0.255  3.873
H  2.818  0.772  5.359
H  3.510  -0.866  5.581
H  5.812  -0.057  6.037
H  4.741  1.097  6.881
C  1.381  0.046  -5.135
C  1.331  -0.435  -3.617
O  2.367  -1.388  -3.460
S  2.905  -1.978  -4.929
O  2.441  -3.340  -5.190
O  4.331  -1.673  -4.970
O  2.059  -0.909  -5.851
H  1.979  0.950  -5.017
H  0.402  0.251  -5.568
H  0.396  -0.963  -3.426
H  1.485  0.387  -2.919
C  5.534  -0.966  0.870
C  4.184  -1.264  0.263
O  4.057  -2.636  0.666
S  5.519  -3.455  0.629
O  5.554  -4.241  -0.616
O  5.845  -4.131  1.875
O  6.307  -2.040  0.464
H  5.429  -0.953  1.955
H  6.020  -0.042  0.557
H  4.387  -1.272  -0.808
H  3.424  -0.549  0.575
C  -5.090  -5.951  -1.360
C  -6.120  -5.327  -0.455
O  -5.819  -3.891  -0.472
S  -4.304  -3.580  -0.961
O  -3.379  -3.713  0.149
O  -4.236  -2.316  -1.736
O  -4.366  -4.903  -1.957
H  -5.603  -6.398  -2.212
H  -4.503  -6.846  -1.154
H  -6.119  -5.589  0.603
H  -7.160  -5.520  -0.718
C  0.726  4.633  3.483
C  -0.147  4.534  2.277
O  0.719  4.366  1.175
S  2.144  5.162  1.496
O  2.146  6.477  0.815
O  3.399  4.423  1.210
O  1.891  5.290  3.131
H  0.970  3.665  3.921
H  0.288  5.193  4.309
H  -0.814  5.378  2.102
H  -0.808  3.675  2.161
C  -1.686  0.015  0.573
C  -0.917  -1.257  0.190
O  0.463  -0.986  0.488
S  0.683  0.493  1.304
O  0.927  1.572  0.381
O  1.564  0.270  2.424
O  -0.957  0.470  1.750
H  -2.691  -0.221  0.923
H  -1.702  0.775  -0.208
H  -1.021  -1.523  -0.862
H  -1.180  -2.070  0.868
C  -7.301  1.798  -1.814
C  -7.443  0.259  -1.904
O  -6.847  -0.359  -0.797
S  -5.853  0.716  -0.061
O  -4.539  0.889  -0.686
O  -5.839  0.488  1.411
O  -6.848  1.969  -0.492
H  -8.273  2.281  -1.907
H  -6.648  2.301  -2.527
H  -6.884  -0.084  -2.775
H  -8.470  -0.106  -1.914
C  2.368  4.899  -2.595
C  1.444  3.742  -2.291
O  0.354  3.977  -3.209
S  0.907  4.608  -4.643
O  -0.195  5.380  -5.272
O  1.513  3.549  -5.447
O  1.949  5.495  -3.811
H  3.343  4.448  -2.781
H  2.368  5.683  -1.838
H  1.048  3.811  -1.278
H  1.890  2.749  -2.347

---

> orbital gap of number 2 (C4H7NO)?

0.4038 Eh

---

Copy entry 1 word for word.
This record from the OMol25 dataset describes a cluster of 2 separate species, C5H10O in total. The level of theory is the ωB97M-V functional and the def2-TZVPD basis.

Its orbital gap is 0.3847 Eh. As for the SMILES: CC=C1CC1.O. As for the spin multiplicity: 1. The energy above the lowest of the compared OMol25 structures with the same formula, charge and spin is 45.3 kcal/mol. The HOMO energy comes out at -9.5 eV. Its net charge is 0.

CARTESIAN COORDINATES (ANGSTROEM)
C  1.356  1.284  0.556
C  -0.018  0.928  0.060
O  1.281  0.104  -2.541
C  -0.634  -0.208  0.343
C  -0.624  -1.450  1.123
C  -1.858  -1.013  0.327
H  1.918  0.388  0.835
H  1.288  1.927  1.442
H  1.923  1.822  -0.209
H  -0.539  1.670  -0.547
H  0.609  0.667  -2.939
H  0.854  -0.207  -1.729
H  -0.074  -2.315  0.756
H  -0.653  -1.367  2.208
H  -2.721  -0.639  0.873
H  -2.107  -1.593  -0.559